1.
The following is a DFT calculation (ωB97M-V with the def2-TZVPD basis set) of C44H28ClMoN4O4 as an isolated structure in a non-equilibrium geometry.

XYZ file:
```
82
Properties=species:S:1:pos:R:3:forces:R:3:mulliken_charge:R:1
Mo -0.5678 -0.0174 0.0163 0.8 1.1 0.2 0.1470
C -0.7463 -7.3634 1.8200 0.0 0.0 0.0 -0.4213
C -1.7797 -6.4375 1.7832 0.0 0.0 0.0 -0.8337
C -1.5182 -5.1168 1.4516 0.1 -0.1 0.0 0.1087
C -0.2170 -4.7206 1.1519 -0.1 0.0 0.0 -1.0755
C 0.8163 -5.6477 1.1917 0.0 0.0 0.0 0.2452
C 0.5495 -6.9677 1.5263 0.0 0.0 0.0 -0.8119
C 0.0189 -3.2943 0.7926 0.0 0.0 0.0 2.0691
C 0.1865 -2.3758 1.8130 0.1 -0.1 0.1 -0.0375
C 0.3796 -2.7424 3.1758 0.0 0.2 0.1 -1.4426
C 0.6511 -1.5988 3.8559 0.0 -0.2 -0.1 -1.3654
C 0.5747 -0.5315 2.9187 -0.1 0.4 0.0 0.7902
N 0.2964 -1.0062 1.6524 -0.3 -0.3 -0.1 0.0639
C 0.6971 0.8107 3.2519 0.0 -0.2 -0.2 1.5990
C 0.4882 1.8248 2.3337 -0.1 0.0 0.2 0.5106
C 0.4442 3.2042 2.6988 0.0 0.1 -0.1 -1.4011
C 0.0970 3.9004 1.5903 0.0 -0.1 0.1 -1.4623
C -0.0333 2.9521 0.5306 0.0 0.2 -0.2 0.5492
C -0.2631 3.3063 -0.7923 0.0 -0.2 0.1 1.8069
C -0.5037 4.7323 -1.1403 0.1 0.1 0.0 -0.9468
C -1.7662 5.1514 -1.5421 0.0 0.0 0.0 0.0931
C -1.9819 6.4774 -1.8892 0.0 0.0 0.0 -0.8554
C -0.9368 7.3868 -1.8457 0.0 0.0 0.0 -0.3997
C 0.3277 6.9715 -1.4497 0.0 0.0 0.0 -0.8705
C 0.5450 5.6490 -1.0972 -0.1 0.0 0.0 0.1878
C -0.1570 2.3885 -1.8242 0.0 0.1 0.0 0.3376
N 0.0179 1.0242 -1.6766 -0.1 -0.1 -0.1 0.0806
C 0.2247 0.5523 -2.9596 -0.1 0.1 -0.2 0.5437
C 0.4010 -0.7680 -3.3197 0.0 -0.1 0.1 1.5928
C 0.5769 -1.1093 -4.7570 -0.1 0.0 -0.1 -0.8613
C -0.5086 -1.0155 -5.6253 0.1 0.0 0.0 0.1300
C -0.3611 -1.3532 -6.9613 0.0 0.0 0.0 -0.8856
C 0.8699 -1.7821 -7.4384 0.0 0.0 0.0 -0.4084
C 1.9530 -1.8734 -6.5774 0.0 0.0 0.0 -0.8357
C 1.8075 -1.5412 -5.2384 0.0 0.0 0.0 0.0476
C 0.3592 -1.7998 -2.3934 -0.1 0.3 -0.1 0.6248
C 0.3829 -3.1786 -2.7425 0.0 -0.1 0.1 -1.2939
C 0.2030 -3.8811 -1.5971 0.0 0.0 -0.2 -1.4634
C 0.1099 -2.9375 -0.5376 0.0 0.0 0.0 0.0210
N 0.1893 -1.6384 -1.0285 -0.2 -0.3 0.0 0.0254
C 0.1842 1.6292 -3.8995 0.0 0.0 0.1 -1.4934
C -0.0801 2.7572 -3.2029 0.0 -0.1 0.1 -1.4114
N 0.1905 1.6701 0.9912 0.0 -0.1 0.0 -0.0422
C 0.9830 1.1676 4.6697 -0.1 0.0 0.0 -1.1116
C -0.0620 1.2015 5.5905 0.1 0.0 0.0 0.2416
C 0.1884 1.5341 6.9125 0.0 0.0 0.0 -0.9028
C 1.4812 1.8333 7.3210 0.0 0.0 0.0 -0.3763
C 2.5213 1.8011 6.4057 0.0 0.0 0.0 -0.8256
C 2.2745 1.4703 5.0803 0.0 0.0 0.0 0.1312
H -0.9511 -8.3934 2.0776 0.0 0.0 0.0 0.3953
H -2.7915 -6.7429 2.0122 0.0 0.0 0.0 0.4201
H -2.3202 -4.3900 1.4217 0.0 0.0 0.0 0.5395
H 1.8291 -5.3373 0.9652 0.0 0.0 0.0 0.4916
H 1.3566 -7.6868 1.5581 0.0 0.0 0.0 0.4129
H 0.3406 -3.7497 3.5534 0.0 0.0 0.0 0.5523
H 0.8829 -1.4828 4.9006 0.0 0.0 0.0 0.5326
H 0.6435 3.5783 3.6883 0.0 0.0 0.0 0.5222
H -0.0530 4.9606 1.4857 0.0 0.0 0.0 0.5877
H -2.5831 4.4411 -1.5770 0.0 0.0 0.0 0.4783
H -2.9684 6.7988 -2.1944 0.0 0.0 0.0 0.4042
H -1.1060 8.4189 -2.1208 0.0 0.0 0.0 0.4094
H 1.1463 7.6774 -1.4180 0.0 0.0 0.0 0.4034
H 1.5311 5.3201 -0.7938 0.0 0.0 0.0 0.4868
H -1.4682 -0.6836 -5.2485 0.0 0.0 0.0 0.4771
H -1.2079 -1.2843 -7.6305 0.0 0.0 0.0 0.4041
H 0.9843 -2.0452 -8.4809 0.0 0.0 0.0 0.4049
H 2.9142 -2.2026 -6.9481 0.0 0.0 0.0 0.4049
H 2.6535 -1.6100 -4.5656 0.0 0.0 0.0 0.4719
H 0.5091 -3.5536 -3.7430 0.0 0.0 0.0 0.4951
H 0.1526 -4.9487 -1.4695 0.0 0.0 0.0 0.5433
H 0.3503 1.5197 -4.9571 0.0 0.0 0.0 0.5484
H -0.1778 3.7650 -3.5685 0.0 0.0 0.0 0.5127
H -1.0687 0.9699 5.2653 0.0 0.0 0.0 0.5025
H -0.6257 1.5615 7.6239 0.0 0.0 0.0 0.4066
H 1.6768 2.0914 8.3529 0.0 0.0 0.0 0.4037
H 3.5292 2.0339 6.7215 0.0 0.0 0.0 0.4063
H 3.0869 1.4449 4.3649 0.0 0.0 0.0 0.4949
O -2.4507 -0.1485 -0.9162 0.0 -0.3 -0.1 -0.5629
Cl -3.2460 -0.2569 0.3760 0.0 -0.3 -0.2 2.0156
O -4.5219 0.2808 0.2510 -0.3 0.4 -0.1 -0.5633
O -3.2125 -1.6015 0.7949 -0.2 -0.3 0.2 -0.5605
O -2.3421 0.5577 1.2289 0.4 -0.2 0.2 -0.5530
```
Forces are in eV/Å.

Output
HOMO-LUMO gap (alpha / beta) ... 0.2187 / 0.2167 Ha
Net charge ... +1
LUMO (alpha / beta) ... -4.282 / -4.304 eV
HOMO (alpha / beta) ... -10.2 / -10.2 eV

***

2.
The following is a DFT calculation (ωB97M-V with the def2-TZVPD basis set) of C44H30N10S2Tc as an isolated structure.

XYZ file:
```
87
Properties=species:S:1:pos:R:3:forces:R:3:mulliken_charge:R:1
Tc 1.1696 -0.0680 0.2082 -0.2 -0.1 0.1 -0.2436
C 1.1057 3.8813 -5.1582 0.2 0.0 0.0 -0.6884
C -0.2315 3.9456 -4.8064 -0.2 0.0 0.0 -0.7789
C -0.7175 3.3013 -3.6626 -0.1 0.1 -0.1 -0.1833
C 0.1830 2.5633 -2.9319 -0.1 -0.1 0.2 0.3160
C 0.1228 1.8455 -1.6500 0.2 0.0 -0.3 -0.2352
N 1.2658 1.1966 -1.4203 0.0 0.0 0.1 0.5879
C 2.2312 1.7204 -2.2312 -0.1 0.0 -0.2 0.1190
N 3.5020 1.6540 -2.0055 0.1 -0.1 0.2 -0.6583
C 3.9355 0.9290 -0.9390 0.1 0.3 -0.4 0.1425
C 5.3545 0.9290 -0.5704 -0.1 0.0 0.0 0.3462
C 6.4158 1.6710 -1.0436 0.1 0.0 0.0 -0.1290
C 7.6608 1.4207 -0.4650 0.0 0.1 -0.1 -0.7057
C 7.8195 0.4416 0.5086 0.0 -0.1 0.1 -0.5648
C 6.7453 -0.3374 0.9471 0.1 0.0 0.0 -0.5490
C 5.5138 -0.0519 0.4049 -0.1 -0.1 0.0 0.2403
C 4.2006 -0.7102 0.5009 0.0 0.1 0.0 -0.4847
N 4.0239 -1.9231 0.8722 -0.3 -0.2 -0.1 -0.3710
C 2.8925 -2.6142 0.5137 0.5 0.0 0.2 0.2285
N 1.7097 -2.1230 0.1709 -0.2 0.1 -0.3 0.3422
C 0.8380 -3.2197 -0.0082 0.0 0.0 0.1 -0.5763
N -0.4569 -3.2001 -0.1022 0.0 0.2 0.0 -0.4251
C -1.2503 -2.1346 -0.1371 0.2 -0.3 -0.1 -0.5240
N -0.8837 -0.7959 -0.2426 0.0 0.2 0.3 0.6323
C -2.0196 -0.0933 -0.3717 -0.1 -0.1 -0.2 -0.6657
N -0.6975 1.8866 -0.6167 -0.2 0.0 0.4 1.1242
C -3.1843 -0.9442 -0.3126 0.1 0.0 0.0 0.9105
C -4.5532 -0.7104 -0.4210 0.0 -0.1 0.0 -0.1885
C -5.3955 -1.8127 -0.3593 -0.1 0.1 0.0 -0.8992
C -4.8941 -3.1050 -0.1990 0.0 -0.1 0.0 -0.8176
C -3.5289 -3.3455 -0.1007 0.0 0.0 0.0 -0.1660
C -2.6878 -2.2465 -0.1615 0.0 0.0 0.0 -0.1895
C 1.6129 -4.4493 0.1164 -0.1 0.0 0.0 0.4884
C 1.2679 -5.7809 -0.0094 0.0 0.0 0.0 -0.1829
C 2.2718 -6.7157 0.2273 0.0 -0.1 0.0 -0.6739
C 3.5623 -6.3305 0.5890 0.0 0.0 0.0 -0.6942
C 3.9026 -4.9893 0.7263 0.0 0.0 0.0 -0.1201
C 2.9030 -4.0662 0.4774 0.0 0.1 0.0 0.0394
N 3.2448 0.0951 -0.1626 0.0 -0.2 0.2 0.2971
C 1.5401 2.5014 -3.2871 0.2 -0.1 0.1 -0.2422
C 2.0283 3.1688 -4.3814 0.0 0.1 -0.1 -0.1513
H 1.4457 4.4038 -6.0427 0.0 0.0 0.0 0.4229
H -0.9124 4.5176 -5.4239 0.0 0.0 0.0 0.4321
H -1.7584 3.3918 -3.3799 0.0 0.0 0.0 0.5709
H 6.2907 2.4103 -1.8238 0.0 0.0 0.0 0.5676
H 8.5236 1.9910 -0.7869 -0.1 0.0 0.0 0.4324
H 8.8036 0.2726 0.9274 0.0 0.0 0.0 0.4326
H 6.8789 -1.1221 1.6807 0.0 0.0 0.0 0.5464
H -4.9674 0.2803 -0.5400 0.0 0.1 0.0 0.4687
H -6.4646 -1.6621 -0.4421 0.0 0.0 0.0 0.5157
H -5.5866 -3.9363 -0.1594 0.0 0.0 0.0 0.4273
H -3.1360 -4.3491 0.0071 0.0 0.1 0.0 0.6062
H 0.2655 -6.0826 -0.2822 0.0 0.0 0.0 0.5562
H 2.0475 -7.7703 0.1313 0.0 0.0 0.0 0.4277
H 4.3082 -7.0942 0.7670 0.0 0.0 0.0 0.4375
H 4.8986 -4.6806 1.0172 0.0 0.0 0.0 0.5747
H 3.0814 3.1456 -4.6305 0.0 0.0 0.0 0.5596
C -0.2320 -0.7768 3.4653 -0.1 0.0 0.0 -0.9916
S 1.3575 -0.6819 2.6239 0.0 -0.1 0.1 0.5679
C 2.2316 0.6068 3.5306 0.1 0.0 0.0 -1.0556
H -0.0491 -1.0298 4.5088 0.0 0.0 0.0 0.5340
H -0.7748 -1.5992 2.9972 0.0 0.0 0.0 0.2978
H -0.8155 0.1356 3.3852 0.0 0.0 0.0 0.2533
H 1.8819 1.6102 3.3011 0.0 0.0 0.0 0.2920
H 3.2839 0.5191 3.2614 0.0 0.0 0.0 0.2905
H 2.1286 0.4087 4.5962 0.0 0.0 0.0 0.4997
S -4.2505 3.6720 1.9236 -0.1 0.0 0.0 -0.1909
C -2.9790 2.7166 1.1363 0.2 0.0 -0.1 0.9098
C -3.1259 2.2001 -0.0911 0.0 0.0 0.1 -1.3395
C -2.0807 1.3720 -0.7558 0.1 -0.1 0.0 -0.3430
N -0.0099 1.5586 0.5857 -0.2 0.0 -0.3 -0.3304
C -0.5864 2.0627 1.7161 0.0 0.0 0.1 -1.2895
C -1.7971 2.5989 1.9777 0.0 0.0 0.0 -0.6556
C -5.6926 2.7988 1.3590 -0.1 0.0 0.0 0.3991
C -6.2507 1.8116 2.1582 0.0 0.0 0.0 -0.1354
C -7.3529 1.1176 1.6780 0.0 0.0 -0.1 -0.4587
N -7.8989 1.3376 0.4826 0.1 0.1 0.0 -0.5576
C -7.3817 2.3186 -0.2568 0.0 0.0 0.1 -0.4741
C -6.2925 3.0861 0.1405 0.0 0.0 0.0 -0.1451
H -4.0140 2.3997 -0.6734 0.0 0.0 0.0 0.8523
H -2.2936 1.3512 -1.8316 0.0 0.1 0.0 0.7419
H 0.1003 2.0124 2.5489 0.0 0.0 0.0 0.5099
H -1.9109 2.9700 2.9891 0.0 0.0 0.0 0.4059
H -5.8393 1.5846 3.1337 0.0 0.0 0.0 0.4350
H -7.8141 0.3440 2.2847 0.0 0.0 -0.1 0.3933
H -7.8593 2.5077 -1.2124 0.0 0.0 0.0 0.3777
H -5.9237 3.8874 -0.4878 0.0 0.0 0.0 0.5222
```
Forces are in eV/Å.

Output
HOMO-LUMO gap (alpha / beta) ... 0.1873 / 0.1857 Ha
Net charge ... +2
⟨S²⟩ ... 3.8317
LUMO (alpha / beta) ... -7.387 / -7.617 eV
Spin multiplicity ... 4
HOMO (alpha / beta) ... -12.5 / -12.7 eV